# 1
Computed, not measured: an isolated ion of composition C3H7N2O2 and charge +1, with ωB97M-V/def2-TZVPD.

Output
Total energy in Eh: -378.1136
Orbital gap in eV: 9.15
SMILES string: O=N[C@H]1[NH2+]CCO1
Highest occupied orbital energy in eV: -14.44
Charge: +1

CARTESIAN COORDINATES (ANGSTROEM)
O -1.4265 0.2022 0.0888
O -0.2424 1.8759 1.8301
N 0.6856 0.2139 -0.7999
N 0.3954 1.7982 0.8431
C -0.7670 -0.9803 0.5743
C -0.4414 1.0810 -0.2437
C 0.4528 -1.1700 -0.2356
H -0.5188 -0.6153 1.5787
H -1.4401 -1.8085 0.4518
H 0.2558 -1.6994 -1.1415
H 1.2887 -1.5296 0.3030
H -0.6883 1.7669 -1.0135
H 0.9053 0.1075 -1.8207
H 1.5407 0.7575 -0.4146

Forces on atoms 1 to 2 (eV/Å):
0.26 0.93 -0.90
0.45 0.40 0.51

***

# 2
Computed, not measured: C32H80N2O16 as an isolated structure, with ωB97M-V/def2-TZVPD.

Output
Total energy in Eh: -2579.7396
Orbital gap in eV: 7.42
Highest occupied orbital energy in eV: -7.30

CARTESIAN COORDINATES (ANGSTROEM)
O 2.2315 2.4674 -3.4696
O 4.5390 3.9638 -1.2832
O 1.1972 0.3595 -5.8847
O 5.3475 -1.2796 -4.5653
O -0.7557 4.1699 0.5816
O 0.4858 -1.4732 4.7478
O -0.0297 4.7383 -2.4912
O 3.3254 -3.8121 -0.1320
O 0.5393 -0.7334 -0.2259
O 4.6616 -1.4315 0.4789
O 4.9416 0.6934 1.8999
O 0.6496 -3.6552 -0.7990
O -5.6518 -0.0238 -0.8021
O 1.6927 0.9321 -2.1567
O 5.2220 3.8097 -4.1986
O 2.7935 -2.0393 -3.7240
N -0.3493 -2.3110 4.0638
N -4.9750 0.7602 0.0755
C 4.6148 2.7885 -2.0310
C 0.8048 0.4962 -4.5195
C -4.8057 1.9562 2.3506
C -1.1260 4.1338 -1.8383
C -2.4752 -3.4002 3.4399
C 3.4153 -0.8034 0.7441
C -2.8206 1.2101 1.0838
C 0.4256 0.6919 -0.1035
C -2.2809 -3.1971 1.9893
C -5.7390 1.1671 1.3075
C -2.9519 0.5871 -1.3333
C -3.3681 1.3977 2.4531
C -1.8331 -3.0451 5.9682
C 4.8720 -0.5820 -3.4492
C 0.8837 2.0082 -3.9240
C -0.5690 3.4255 -0.5958
C -0.0364 -1.0142 1.8990
C 0.1135 -2.4241 2.6139
C 2.8663 -3.0654 -1.2596
C 1.5539 -2.9594 2.5595
C 3.3781 -0.7031 -3.6663
C -1.7523 -2.4167 4.4334
C -0.7711 -3.3916 1.7674
C 1.5892 1.3668 -0.8584
C -3.5825 0.2552 0.0124
C -3.4053 -1.2904 0.4456
C -6.6966 2.3378 0.9309
C 1.5191 -2.5037 -0.9128
C -2.6239 -1.0955 4.3394
C -6.4102 -0.1467 2.0007
C 5.5961 2.9729 -3.1113
C 3.7675 0.6123 1.0553
H -0.3601 5.1997 -3.2655
H -1.2786 2.5997 -0.5439
H 4.0733 4.7138 -1.6601
H 5.4145 -0.1144 1.6866
H -0.5079 -3.1477 0.7381
H -0.5451 1.0234 -0.4721
H -3.1801 -0.0999 -2.1482
H -1.3606 -2.3911 6.7010
H -7.1974 -0.5550 1.3669
H -0.2404 -3.3444 -0.6178
H 5.1431 4.7295 -3.9352
H 1.7442 -3.7572 1.8415
H -2.8520 -3.8928 1.3746
H -5.6637 -0.9344 2.1026
H 1.5624 2.4531 -0.9437
H 5.4145 0.3629 -3.4199
H 2.2378 1.5849 -2.6020
H 5.6671 2.0217 -3.6387
H -3.5623 -1.3812 4.8147
H -2.4687 -1.7704 0.1621
H -3.2497 1.5917 -1.6336
H -0.2457 0.2078 -4.4820
H 3.4356 -2.1764 -1.5309
H -6.7439 0.0088 3.0267
H 5.1458 -1.0943 -2.5269
H -4.1312 -1.9261 -0.0614
H -0.4648 -4.3737 2.1275
H 4.0788 1.1338 0.1502
H 2.6480 -0.9952 -0.0059
H 3.2191 -0.3146 -4.6723
H 0.3860 2.8283 -4.4416
H 0.2294 2.0178 -3.0523
H -6.3773 3.3490 0.6790
H 1.2344 -1.9741 -1.8220
H 2.9482 2.3396 -4.0955
H -3.4247 0.3821 2.8447
H 4.8999 1.8884 -1.4865
H 1.8703 -3.4848 3.4606
H -5.0659 1.8007 3.3976
H 2.8929 -1.2865 1.5698
H 2.8675 0.0552 -3.0727
H -2.2486 -4.3940 3.8263
H 3.5836 2.6183 -2.3405
H -2.6628 2.1903 0.6340
H 0.4914 -1.0041 0.9454
H 2.9315 1.1666 1.4817
H 0.3920 0.9970 0.9424
H -3.5339 -1.3273 1.5273
H 0.4514 3.0944 -0.7890
H 1.5734 -0.1235 -4.0576
H -7.5086 2.3485 1.6581
H 0.6089 -2.0737 5.4865
H 0.7037 -0.2920 -6.3884
H 1.8851 -1.9777 -4.0286
H 4.9274 -1.9189 1.2621
H 0.3942 -0.1770 2.4483
H -3.5486 -3.2206 3.4996
H -1.8713 0.7296 -1.3192
H -4.5968 3.0092 2.1617
H -1.0611 -0.7433 1.6444
H 6.1315 -1.7753 -4.3180
H -1.8395 4.8548 -1.4392
H -2.2084 -0.2642 4.9089
H -7.2039 2.0541 0.0088
H -5.7188 0.4530 -1.6326
H 2.7915 -4.6079 -0.1892
H -2.7800 -0.6008 3.3808
H 2.5145 1.1939 -0.3089
H 1.3131 -1.9314 -0.0083
H 6.6004 3.2428 -2.7847
H -2.8244 -3.2884 6.3505
H 1.0404 -0.9844 -1.0053
H -1.7179 3.3909 -2.3729
H -2.5770 -2.1712 1.7702
H -1.2261 -3.9457 6.0610
H 2.9568 -3.6570 -2.1707
H 2.2933 -2.1663 2.4490
H -1.8918 0.6500 1.1916
H -2.7107 2.0377 3.0416
H -0.0640 4.8316 0.6532

Forces on atoms 1 to 2 (eV/Å):
-1.72 2.52 -3.60
0.75 0.69 2.40

***

# 3
Computed, not measured: C45H64F5IN2O2PSi2Tl as an isolated structure, with ωB97M-V/def2-TZVPD.

Output
Total energy in Eh: -3902.9831
Orbital gap in eV: 7.83
Highest occupied orbital energy in eV: -8.10

CARTESIAN COORDINATES (ANGSTROEM)
Tl 0.0575 0.5222 0.2330
I -2.8837 1.6917 -1.9206
P 3.6438 -0.0789 0.0799
Si 0.4501 3.2809 -2.0051
Si -0.1453 3.7643 1.1760
F -1.1833 -2.1427 5.2204
F -1.6289 -1.8308 2.6678
F 1.9796 1.2331 2.4527
F 0.8347 -0.8320 6.4814
F 2.4295 0.8668 5.0417
O -3.5645 -4.7067 0.1530
O 0.5409 -1.1620 -1.0421
N 0.7166 -4.6994 -1.3108
N -2.1783 -0.6688 0.0922
C -1.1731 -4.1925 0.0469
C 1.4233 0.2165 4.4517
C 0.1487 -2.3923 -0.9086
C 2.8961 -3.7647 1.9151
C 0.3575 1.8982 -3.2906
C 5.3361 -2.3394 0.8836
C -2.1514 -1.9514 0.0319
C -5.4291 -0.0404 1.7964
C 2.9671 -2.2402 1.7816
C 5.3968 -3.4220 1.9653
C -2.3254 -4.7196 0.8613
C -0.6202 -1.0914 3.1780
C -3.9501 0.9786 -0.2985
C 3.6372 0.5956 -4.0270
C -0.8959 5.3749 0.5656
C 2.0782 4.2098 -2.1955
C -0.2497 -5.0725 -0.4570
C -5.9065 1.0524 1.0882
C 5.7885 3.2588 1.3448
C 6.3798 1.3850 2.9129
C 0.1475 -0.2441 2.3965
C -1.5027 2.9225 2.1721
C 3.8927 -1.8456 0.6283
C 1.9071 -3.0782 -2.6188
C 0.6193 -0.6385 5.1828
C 5.0271 0.8755 0.8620
C 3.7043 0.9937 -2.5497
C 0.9039 -3.4255 -1.5599
C 5.0413 0.8382 2.3919
C -3.4468 -0.1080 0.4136
C 1.2923 4.3277 2.2459
C -0.8397 4.5591 -2.5221
C 5.0092 2.3391 0.3892
C 4.1608 -0.1981 -1.7087
C 4.8055 -0.3256 -4.4260
C 5.9885 -0.1348 -3.4847
C -0.4081 -1.2974 4.5344
C -4.2125 -0.6117 1.4672
C -5.1642 1.5605 0.0354
C 5.6228 -0.5458 -2.0508
C -1.0122 -2.8122 -0.2367
C 4.2765 -4.4363 1.7726
C 6.9314 2.4965 2.0056
C 1.1600 0.3776 3.1037
C 0.4947 2.6374 -0.2175
H 6.3240 -0.0768 -1.3577
H 7.5624 2.0645 1.2223
H -3.8390 -1.4402 2.0505
H 1.1652 2.0568 -4.0099
H -0.8350 4.5575 -3.6163
H 2.9359 3.5379 -2.2029
H -0.2133 5.9656 -0.0452
H 1.9424 -3.8970 -3.3351
H 7.1099 0.5755 2.9925
H -6.8507 1.5084 1.3526
H 6.1565 4.1330 0.8050
H 0.9427 5.0826 2.9540
H 5.9697 0.4257 0.5374
H 1.5826 2.5630 -0.0674
H 4.3744 -5.2598 2.4818
H 3.5384 -1.0394 -2.0354
H -3.0900 -2.4923 0.1478
H -2.1755 2.3665 1.5105
H -1.8305 5.2529 0.0196
H 1.7982 3.5446 2.8040
H 7.5753 3.1661 2.5781
H 5.1028 -0.1308 -5.4578
H 2.2187 4.9157 -1.3725
H 4.4875 -1.3725 -4.3932
H 6.2945 0.9158 -3.5066
H 3.4969 -2.3869 -0.2413
H -5.5265 2.4029 -0.5379
H 5.3100 -2.9668 2.9571
H 2.0314 4.8099 1.5983
H -3.4551 -5.2352 -0.6441
H 6.0000 -1.5187 1.1603
H 4.2206 1.4443 2.7761
H -2.0815 -5.7320 1.1975
H 4.3749 -4.8795 0.7768
H 5.4355 2.4011 -0.6150
H 2.9112 -2.9624 -2.2105
H 3.6285 1.4900 -4.6552
H 3.9743 2.6930 0.3052
H -0.3058 -6.1288 -0.2178
H 6.2356 1.7729 3.9241
H -1.8583 4.3635 -2.1992
H 5.1167 3.6397 2.1200
H -0.5759 5.5643 -2.1982
H 2.7296 1.3476 -2.2090
H -5.9977 -0.4462 2.6221
H 2.2229 -4.1441 1.1413
H 3.3023 -1.7792 2.7168
H -2.4934 -4.1165 1.7546
H 2.4391 -4.0241 2.8733
H 0.4540 0.8799 -2.9068
H 2.0873 4.7829 -3.1250
H -0.5742 1.9523 -3.8588
H 4.8720 -0.1720 2.7717
H 6.3748 -3.9072 1.9406
H -2.1024 3.6866 2.6709
H 1.6459 -2.1480 -3.1267
H 6.8550 -0.7071 -3.8218
H 5.7652 -1.6236 -1.9444
H 5.7391 -2.7533 -0.0434
H 4.3998 1.8247 -2.4139
H 2.6870 0.0859 -4.2081
H -1.1105 5.9554 1.4675
H -1.1397 2.2298 2.9334
H 1.9615 -1.8591 1.5966

Forces on atoms 1 to 2 (eV/Å):
-0.19 0.13 0.47
-0.05 -0.02 -0.16

***

# 4
Computed, not measured: C19H13CsN7OS5Se as an isolated structure, with ωB97M-V/def2-TZVPD.

Output
Total energy in Eh: -5603.0283
Orbital gap in eV: 2.99
Highest occupied orbital energy in eV: -2.38
Charge: -1

CARTESIAN COORDINATES (ANGSTROEM)
Cs -0.8378 0.2589 2.2588
Se -1.6314 2.6493 -6.1921
S 0.9672 4.1603 5.4980
S -0.1144 5.4272 7.9804
S -1.8242 4.0320 5.9591
S 1.0569 2.7816 2.9252
S -2.6141 2.6106 3.5374
O 0.0702 -2.6742 3.5748
N 2.0368 -3.7839 0.9250
N 1.2619 -2.3661 -0.8180
N -2.4329 1.3348 -5.2836
N -0.4396 2.9703 -4.8998
N 0.3828 -2.3005 1.3227
N -1.7728 -0.6349 -0.9327
N 0.5695 0.8247 -0.7203
C 1.5878 1.6404 -0.4905
C 0.0496 3.3300 4.2448
C -0.3107 4.5633 6.5683
C 1.7443 -3.9524 2.3326
C -3.6160 -1.4127 -2.2557
C -0.2152 1.0436 -1.7790
C 0.6204 -2.9139 2.5248
C -1.7978 1.2235 -4.1491
C 1.9054 2.7129 -1.3251
C -0.6933 2.1281 -3.9346
C 1.1666 2.8928 -2.4660
C -3.2802 -0.5551 -3.2727
C 0.0913 2.0347 -2.7240
C 3.0220 -4.5400 0.1950
C -2.1657 0.2676 -3.1256
C -1.4116 0.1924 -1.9372
C -1.2959 3.2643 4.4628
C 1.2320 -2.8041 0.4571
C -2.8332 -1.4048 -1.1069
H -3.8616 -0.5002 -4.1837
H 2.7214 3.3708 -1.0626
H 3.0282 -5.5695 0.5534
H 0.7572 -1.4962 -0.9339
H 2.1636 1.4595 0.4088
H 1.3935 -4.9583 2.5716
H -3.0930 -2.0407 -0.2663
H 4.0301 -4.1321 0.3101
H 2.1021 -2.4781 -1.3572
H 2.5972 -3.7085 2.9693
H 1.3953 3.6804 -3.1719
H -4.4791 -2.0602 -2.3269
H 2.7666 -4.5672 -0.8645

Forces on atoms 1 to 2 (eV/Å):
-0.23 0.00 0.14
-0.02 0.03 0.05

***

Looking at relative energy (zero: lowest compared OMol25 entry of this formula, charge and spin) for the records above, in order, we have 88.0, 402.6, 10.6, 27.1 kcal/mol.